1.
The following is a quantum chemistry calculation of an isolated molecule of C12H8O4, from the Open Molecules 2025 dataset.

Properties
SMILES string ... O=Cc1ccc(-c2cccc(C(=O)O)c2)o1

Element x y z (Å)
O 5.778 0.223 0.000
C 4.720 -0.359 0.000
C 3.422 0.274 0.000
C 3.056 1.607 0.000
C 1.657 1.633 0.000
C 1.242 0.314 0.000
C -0.088 -0.264 0.000
C -0.251 -1.653 0.000
C -1.515 -2.212 0.000
C -2.639 -1.405 0.000
C -2.489 -0.020 0.000
C -3.658 0.890 0.000
O -3.585 2.094 0.000
O -4.834 0.247 0.000
C -1.220 0.547 0.000
O 2.310 -0.501 0.000
H 4.662 -1.465 0.000
H 3.730 2.439 0.000
H 1.034 2.503 0.000
H 0.624 -2.284 0.000
H -1.625 -3.286 0.000
H -3.628 -1.835 0.000
H -5.560 0.891 0.000
H -1.140 1.622 0.000

---

2.
The following is a quantum chemistry calculation of a 2-piece molecular cluster, C2H8NOS overall, from the Open Molecules 2025 dataset.

Properties
Total charge ... -1
Energy relative to the best compared isomer or geometry (same formula, charge and spin) ... 49.69 kJ/mol

Element x y z (Å)
C -0.046 1.304 -0.492
C -0.102 1.362 1.054
S 0.303 -0.219 1.846
N 1.122 0.578 -1.014
H 0.048 2.296 -0.951
H -0.977 0.829 -0.815
H -1.137 1.569 1.286
H 0.450 2.261 1.338
H 1.470 0.088 -0.179
H 0.758 -0.154 -1.591
H -0.158 -2.696 0.098
H -1.162 -3.646 -0.666
O -0.569 -3.572 0.086

---

3.
The following is a quantum chemistry calculation of a 9-piece molecular cluster, C18H54O9S9 overall, from the Open Molecules 2025 dataset.

Properties
Energy relative to the best compared isomer or geometry (same formula, charge and spin) ... 101.63 kJ/mol

Element x y z (Å)
C -15.834 1.593 -20.268
S -14.026 1.850 -20.219
O -13.578 1.445 -21.604
C -14.119 3.652 -20.235
H -16.253 1.594 -19.257
H -15.982 0.593 -20.663
H -16.302 2.423 -20.789
H -13.166 4.127 -20.015
H -14.760 3.963 -19.399
H -14.621 3.989 -21.139
C -20.220 -2.395 -22.390
S -19.436 -2.608 -20.707
O -18.736 -3.956 -20.610
C -18.165 -1.372 -21.042
H -21.068 -3.070 -22.499
H -19.550 -2.657 -23.208
H -20.490 -1.343 -22.370
H -17.949 -1.365 -22.110
H -17.185 -1.650 -20.655
H -18.525 -0.400 -20.704
C -24.846 -0.625 -23.982
S -24.773 -2.442 -23.904
O -23.308 -2.773 -23.892
C -25.277 -2.710 -25.615
H -25.822 -0.143 -23.997
H -24.220 -0.193 -24.767
H -24.363 -0.318 -23.048
H -25.307 -3.767 -25.861
H -24.668 -2.059 -26.245
H -26.292 -2.341 -25.805
C -23.918 -7.276 -24.569
S -24.208 -6.121 -23.182
O -24.735 -6.931 -22.027
C -22.486 -5.665 -22.883
H -22.880 -7.589 -24.647
H -24.305 -6.837 -25.487
H -24.553 -8.132 -24.341
H -22.496 -5.251 -21.878
H -22.173 -4.952 -23.642
H -21.842 -6.539 -22.988
C -14.923 -4.205 -24.677
S -15.845 -4.348 -23.125
O -16.099 -2.906 -22.760
C -17.457 -4.945 -23.802
H -14.218 -3.405 -24.465
H -15.647 -3.824 -25.400
H -14.501 -5.130 -25.059
H -18.129 -4.794 -22.956
H -17.463 -6.011 -24.032
H -17.752 -4.358 -24.671
C -22.861 -6.848 -16.945
S -21.054 -6.576 -17.047
O -20.519 -7.818 -17.665
C -21.049 -5.258 -18.264
H -23.109 -7.145 -17.961
H -23.420 -5.989 -16.577
H -22.948 -7.595 -16.159
H -21.145 -5.574 -19.305
H -20.118 -4.698 -18.186
H -21.875 -4.565 -18.090
C -20.408 -1.641 -26.175
S -21.144 0.019 -26.384
O -22.502 -0.180 -26.997
C -21.318 0.477 -24.630
H -21.163 -2.415 -26.033
H -19.725 -1.726 -25.329
H -19.861 -1.818 -27.099
H -21.908 -0.188 -23.999
H -21.734 1.478 -24.539
H -20.278 0.421 -24.297
C -18.181 -8.952 -19.465
S -17.661 -7.236 -19.197
O -16.240 -7.230 -18.664
C -17.749 -6.647 -20.916
H -18.182 -9.377 -18.462
H -17.408 -9.484 -20.020
H -19.191 -8.973 -19.864
H -17.432 -7.419 -21.617
H -17.174 -5.728 -20.943
H -18.792 -6.374 -21.063
C -21.463 3.174 -20.413
S -19.719 3.209 -19.853
O -19.229 1.938 -20.518
C -19.149 4.570 -20.942
H -21.987 2.318 -20.004
H -21.571 3.275 -21.494
H -21.993 4.079 -20.082
H -18.100 4.749 -20.716
H -19.750 5.457 -20.750
H -19.259 4.214 -21.964

---

F_max
In order: 1.60, 0.94, 2.30
Unit: eV/A
Frontier orbital gap
In order: 8.183, 6.499, 7.749
Unit: eV